A 10-piece molecular cluster, C28H56BrN9O24S overall, computed with ωB97M-V/def2-TZVPD.

Structure (XYZ):
```
119
Properties=species:S:1:pos:R:3
C -4.439 -0.731 0.426
C -3.108 -0.072 0.805
C -2.311 0.286 -0.457
C -0.900 -0.259 -0.582
C -0.809 -1.787 -0.323
C 0.169 -2.268 0.760
C -0.048 -1.724 2.167
C 0.676 -2.584 3.217
O 1.989 -2.124 3.464
O 0.085 0.518 0.131
S 1.491 0.590 -0.578
O 2.448 -0.217 0.095
O 1.934 1.930 -0.799
O 0.995 0.005 -1.968
C -0.459 -0.017 -2.054
C -0.967 1.187 -2.839
C -0.707 2.599 -2.279
C -1.931 3.507 -2.254
Br -2.910 3.491 -3.924
O -3.396 1.125 1.500
C -3.273 1.087 2.918
C -2.012 1.786 3.354
C -1.008 1.127 4.059
C 0.154 1.812 4.409
C 0.306 3.147 4.041
C -0.697 3.815 3.340
C -1.859 3.137 3.000
H -4.300 -1.700 -0.043
H -5.056 -0.796 1.317
H -4.949 -0.055 -0.257
H -2.572 -0.790 1.419
H -2.845 -0.108 -1.314
H -2.301 1.368 -0.505
H -0.528 -2.296 -1.237
H -1.787 -2.182 -0.064
H 0.044 -3.350 0.811
H 1.191 -2.119 0.437
H 0.424 -0.749 2.222
H -1.097 -1.673 2.438
H 0.739 -3.614 2.885
H 0.100 -2.530 4.143
H 1.924 -1.216 3.770
H -0.654 -0.862 -2.704
H -0.460 1.122 -3.798
H -2.016 1.056 -3.073
H 0.020 3.090 -2.916
H -0.296 2.603 -1.277
H -1.585 4.523 -2.117
H -2.595 3.301 -1.423
H -3.320 0.071 3.311
H -4.135 1.624 3.308
H -1.149 0.089 4.317
H 0.919 1.296 4.963
H 1.206 3.683 4.303
H -0.591 4.845 3.045
H -2.651 3.628 2.458
C -3.279 3.001 -8.751
N -3.263 2.776 -7.279
O -4.310 2.900 -6.675
O -2.199 2.483 -6.782
H -4.290 3.253 -9.044
H -2.589 3.814 -8.960
H -2.948 2.087 -9.227
C 5.419 -2.493 2.097
N 5.924 -3.327 3.223
O 7.092 -3.210 3.534
O 5.133 -4.076 3.757
H 6.238 -1.887 1.728
H 5.055 -3.166 1.327
H 4.612 -1.879 2.485
C 2.934 -2.214 6.975
N 1.925 -1.122 7.035
O 1.162 -0.998 6.096
O 1.927 -0.420 8.021
H 2.808 -2.745 6.037
H 3.915 -1.751 7.036
H 2.760 -2.866 7.825
C 0.554 -6.477 8.167
N 0.920 -5.059 8.427
O 0.031 -4.266 8.635
O 2.105 -4.787 8.408
H -0.524 -6.564 8.213
H 0.931 -6.733 7.181
H 1.035 -7.081 8.930
C 3.275 1.550 -3.763
N 4.443 1.587 -4.685
O 4.506 2.496 -5.486
O 5.258 0.697 -4.572
H 2.640 2.400 -3.981
H 2.753 0.614 -3.935
H 3.654 1.599 -2.747
C -5.774 2.915 -12.182
N -4.286 2.928 -12.240
O -3.754 3.758 -12.943
O -3.701 2.101 -11.570
H -6.151 3.700 -12.825
H -6.107 1.938 -12.518
H -6.062 3.083 -11.148
C -6.463 7.276 -11.401
N -7.320 6.068 -11.241
O -7.863 5.623 -12.231
O -7.411 5.604 -10.126
H -6.477 7.569 -12.444
H -6.875 8.052 -10.765
H -5.461 7.007 -11.079
C 3.344 -2.171 11.023
N 4.753 -1.699 10.957
O 5.249 -1.244 11.964
O 5.311 -1.804 9.885
H 2.974 -2.018 12.030
H 2.775 -1.591 10.300
H 3.344 -3.224 10.757
C 7.379 -5.606 1.197
N 6.604 -5.742 -0.067
O 6.661 -6.794 -0.661
O 5.958 -4.774 -0.415
H 7.897 -6.539 1.384
H 8.080 -4.787 1.067
H 6.673 -5.391 1.990
```

Calculated values
Frontier orbital gap: 8.83 eV
SMILES: C[C@@H](C[C@]1(CCCCO)OS(=O)(=O)O[C@@H]1CCCBr)OCc1ccccc1.C[N+](=O)[O-].C[N+](=O)[O-].C[N+](=O)[O-].C[N+](=O)[O-].C[N+](=O)[O-].C[N+](=O)[O-].C[N+](=O)[O-].C[N+](=O)[O-].C[N+](=O)[O-]
E_LUMO: -0.013 Eh

Here are the Löwdin charges for atoms 1 to 99, given in e: atom 1 (C): -0.02, atom 2 (C): -0.38, atom 3 (C): -0.03, atom 4 (C): -0.36, atom 5 (C): -0.08, atom 6 (C): -0.17, atom 7 (C): -0.17, atom 8 (C): -0.25, atom 9 (O): -0.08, atom 10 (O): -0.13, atom 11 (S): 0.59, atom 12 (O): -0.22, atom 13 (O): -0.23, atom 14 (O): -0.15, atom 15 (C): -0.24, atom 16 (C): -0.15, atom 17 (C): -0.26, atom 18 (C): -0.59, atom 19 (Br): 0.75, atom 20 (O): -0.11, atom 21 (C): -0.15, atom 22 (C): -0.19, atom 23 (C): -0.04, atom 24 (C): -0.07, atom 25 (C): -0.08, atom 26 (C): -0.08, atom 27 (C): -0.03, atom 28 (H): 0.08, atom 29 (H): 0.08, atom 30 (H): 0.09, atom 31 (H): 0.11, atom 32 (H): 0.14, atom 33 (H): 0.12, atom 34 (H): 0.12, atom 35 (H): 0.12, atom 36 (H): 0.12, atom 37 (H): 0.10, atom 38 (H): 0.10, atom 39 (H): 0.10, atom 40 (H): 0.12, atom 41 (H): 0.10, atom 42 (H): 0.07, atom 43 (H): 0.15, atom 44 (H): 0.12, atom 45 (H): 0.08, atom 46 (H): 0.11, atom 47 (H): 0.09, atom 48 (H): 0.06, atom 49 (H): 0.05, atom 50 (H): 0.12, atom 51 (H): 0.13, atom 52 (H): 0.10, atom 53 (H): 0.08, atom 54 (H): 0.10, atom 55 (H): 0.10, atom 56 (H): 0.11, atom 57 (C): 0.04, atom 58 (N): -0.45, atom 59 (O): 0.01, atom 60 (O): 0.01, atom 61 (H): 0.08, atom 62 (H): 0.11, atom 63 (H): 0.09, atom 64 (C): 0.05, atom 65 (N): -0.46, atom 66 (O): 0.05, atom 67 (O): 0.05, atom 68 (H): 0.10, atom 69 (H): 0.08, atom 70 (H): 0.09, atom 71 (C): 0.06, atom 72 (N): -0.42, atom 73 (O): 0.04, atom 74 (O): 0.07, atom 75 (H): 0.09, atom 76 (H): 0.11, atom 77 (H): 0.06, atom 78 (C): 0.05, atom 79 (N): -0.44, atom 80 (O): 0.09, atom 81 (O): 0.04, atom 82 (H): 0.10, atom 83 (H): 0.10, atom 84 (H): 0.10, atom 85 (C): 0.04, atom 86 (N): -0.45, atom 87 (O): 0.06, atom 88 (O): 0.06, atom 89 (H): 0.09, atom 90 (H): 0.10, atom 91 (H): 0.09, atom 92 (C): 0.05, atom 93 (N): -0.44, atom 94 (O): 0.08, atom 95 (O): 0.04, atom 96 (H): 0.08, atom 97 (H): 0.10, atom 98 (H): 0.09, atom 99 (C): 0.05